# 1
{
  "formula": "C42H32Br5N4O4SSiTi",
  "method": "wB97M-V/def2-TZVPD",
  "symbols": ["Br", "Br", "Br", "Br", "Br", "Ti", "S", "Si", "O", "O", "O", "O", "N", "N", "N", "N", "C", "C", "C", "C", "C", "C", "C", "C", "C", "C", "C", "C", "C", "C", "C", "C", "C", "C", "C", "C", "C", "C", "C", "C", "C", "C", "C", "C", "C", "C", "C", "C", "C", "C", "C", "C", "C", "C", "C", "C", "C", "C", "H", "H", "H", "H", "H", "H", "H", "H", "H", "H", "H", "H", "H", "H", "H", "H", "H", "H", "H", "H", "H", "H", "H", "H", "H", "H", "H", "H", "H", "H", "H", "H"],
  "xyz": [[-3.099762, -6.327248, -4.204057], [7.145478, 0.220226, 0.325315], [-2.499681, -7.779202, -1.329405], [-1.953508, -3.031363, -4.674940], [-1.241912, -5.897189, 1.191670], [0.297025, -1.504783, -0.377115], [0.789371, -1.179134, 2.140906], [-1.710373, 0.179886, 0.071948], [-0.190313, -3.274679, 0.120627], [-0.447085, -2.215065, -2.159308], [2.508368, -1.843176, -1.100267], [1.207539, 0.359111, -0.801954], [1.399495, 2.899645, -1.200123], [2.957939, 4.060183, -0.061769], [3.053004, -2.589890, 2.645212], [3.433444, -0.471820, 2.313670], [4.605795, -0.989573, 2.692290], [-0.202965, 4.789293, -1.737104], [4.567379, 1.525423, 0.114392], [-0.986711, -3.395153, -2.067008], [-2.822883, 0.294117, -1.484097], [2.650748, 2.916098, -0.557647], [-1.276576, 4.496564, 1.975146], [2.438647, -1.395592, 2.347120], [4.608380, -0.786853, -0.439978], [0.930136, 4.213186, -1.167459], [-0.387119, 6.179572, -1.558913], [2.616734, 0.475136, -0.846297], [-2.357118, 4.220226, 1.146609], [-1.704511, -4.072708, -3.018574], [-0.788944, -4.031893, -0.843096], [-1.990816, -5.981006, -1.572011], [-4.178523, -0.152776, -1.503220], [-2.994208, 0.182441, 2.647687], [-4.833314, -0.430574, -2.672865], [2.527764, -3.905826, 2.715790], [3.158722, -2.954027, -1.749374], [-2.676995, -0.530802, 1.519037], [4.407563, -2.354913, 2.895768], [-1.297585, -5.319439, -0.536043], [5.269182, 0.350306, 0.114882], [3.303903, -0.732082, -0.876293], [-4.236307, -0.110375, -3.882418], [-2.244235, 0.506756, -2.711631], [-3.847647, -2.459079, 2.487045], [-0.321068, 3.510890, 2.225933], [-2.925421, 0.459168, -3.910570], [-0.360288, 2.293934, 1.618325], [-1.441556, 1.979910, 0.676629], [-3.079840, -1.894177, 1.504987], [3.242654, 1.662926, -0.441983], [-2.420023, 3.020883, 0.529478], [-2.175725, -5.345333, -2.816954], [-3.927370, -0.351160, 3.591809], [1.971012, 4.915099, -0.445400], [0.555205, 6.908529, -0.844080], [1.702569, 6.269864, -0.309002], [-4.280634, -1.676602, 3.509791], [-2.483557, 0.748893, -4.843626], [-4.567896, -0.247705, -0.490065], [3.312873, 0.527761, 2.183404], [-1.205870, 0.687017, -2.696983], [3.828568, -2.500115, -2.492726], [-5.787072, -0.904371, -2.634099], [2.325096, 6.965457, 0.241049], [2.306818, -3.584900, -2.099972], [0.578848, 3.581287, 2.833779], [5.112858, -3.115523, 3.173939], [1.143431, 2.405874, -2.040380], [-4.313067, 0.284480, 4.338450], [0.241381, 1.408459, 1.892221], [4.969683, 2.435718, 0.542117], [-3.982008, -3.523599, 2.478803], [-1.043778, 5.434793, 2.521486], [5.515648, -0.368629, 2.836828], [-0.942941, 4.290137, -2.346628], [0.843378, 1.214633, -0.453926], [5.139242, -1.733821, -0.531404], [-4.965662, -2.078678, 4.262735], [3.444000, -4.521170, 2.670803], [-2.870452, -2.501633, 0.614716], [0.413857, 7.940904, -0.525565], [1.931577, -4.205874, 1.837024], [-1.176145, 6.647565, -2.071834], [3.680042, -3.608190, -1.026566], [2.006407, -4.017859, 3.665961], [-3.326937, 2.704346, -0.018595], [-4.774398, -0.421375, -4.785145], [-2.652860, 1.234978, 2.785978], [-3.148120, 4.915242, 0.957152]],
  "forces_ev_per_a": [[0.430, 0.711, 0.392], [-0.095, 0.146, 0.468], [-0.136, -0.101, 0.161], [0.032, -1.004, 0.984], [0.234, -0.523, 1.165], [-0.187, 0.198, -0.405], [-0.584, 0.192, -0.101], [0.076, 0.312, -0.274], [-0.374, -0.948, -0.968], [0.217, 0.599, 0.066], [0.112, -0.133, 0.197], [0.225, 0.466, -0.175], [-1.364, 1.359, -0.618], [1.093, 1.733, 0.886], [1.328, 2.351, -0.360], [-1.409, 0.529, 0.682], [2.038, -2.163, 1.031], [0.544, 0.948, 0.294], [0.520, 0.570, 0.344], [0.757, 0.237, 0.501], [-1.581, -1.118, 0.477], [-1.354, -2.057, -0.892], [1.241, 0.576, 1.047], [0.951, -1.086, -0.118], [1.536, -1.419, -0.275], [0.615, 0.310, 0.171], [1.426, -0.981, 0.294], [-0.304, -1.686, 0.067], [0.678, 1.193, 0.800], [-0.318, 1.165, -2.208], [-0.116, -0.885, 2.606], [0.428, 0.278, -0.206], [1.904, 0.862, 1.682], [-1.470, 1.020, 1.312], [0.274, 0.270, -0.151], [0.164, -1.185, -0.366], [-1.097, -0.369, 0.471], [-0.122, -1.232, -0.161], [-0.078, 2.533, -0.480], [-0.295, 1.697, -2.456], [-1.541, 0.133, -1.720], [-0.939, 1.447, 0.722], [0.903, 0.228, -0.476], [0.047, 0.497, -0.298], [1.004, -0.664, -0.577], [0.895, -0.105, -0.008], [-2.129, -1.172, 0.276], [-2.631, -2.519, -2.388], [0.748, 1.623, 1.618], [0.174, 0.553, -1.446], [2.013, -0.193, 1.028], [0.111, -3.724, -1.158], [-0.591, -1.502, 0.302], [1.807, 0.112, -1.502], [-2.750, 0.570, -1.160], [0.485, -1.069, 0.713], [-0.015, 1.360, 0.509], [-1.378, 0.544, 1.700], [0.288, -0.095, -0.273], [-0.653, -0.469, -0.421], [-0.376, -0.327, -0.303], [1.275, 0.498, -0.346], [-0.271, -0.760, -0.074], [-0.648, -0.188, -0.136], [0.461, -0.384, 0.151], [0.826, 0.658, -0.409], [-0.415, 0.988, 0.395], [-0.116, -0.098, -0.012], [0.525, -0.519, 0.028], [-0.302, 0.530, 0.943], [0.246, 0.967, -0.054], [0.289, 0.039, -0.178], [-0.475, -0.323, -0.083], [-0.879, -0.379, -0.724], [-0.943, -0.738, -0.337], [0.166, -0.532, 0.123], [0.085, -0.536, -0.276], [0.013, 0.256, 0.088], [0.243, 0.027, -0.181], [-0.682, -0.186, 0.358], [0.251, 0.171, 0.362], [-0.072, -0.109, -0.560], [-0.155, 0.517, 0.533], [-1.091, 0.574, -0.284], [0.169, 0.618, -0.167], [-0.220, -0.397, -0.230], [0.512, 0.595, 0.002], [0.374, 0.509, 0.107], [-0.350, -0.920, -0.214], [-0.223, 0.533, 0.152]],
  "spin_multiplicity": 3,
  "gap_ev": [4.66, 6.96],
  "e_homo_ev": [-2.70, -5.01],
  "charge": -1
}

***

# 2
{
  "formula": "C40H76BrCl14F3N2O4",
  "method": "wB97M-V/def2-TZVPD",
  "symbols": ["Br", "Cl", "Cl", "Cl", "Cl", "Cl", "Cl", "Cl", "Cl", "Cl", "Cl", "Cl", "Cl", "Cl", "Cl", "F", "F", "F", "O", "O", "O", "O", "N", "N", "C", "C", "C", "C", "C", "C", "C", "C", "C", "C", "C", "C", "C", "C", "C", "C", "C", "C", "C", "C", "C", "C", "C", "C", "C", "C", "C", "C", "C", "C", "C", "C", "C", "C", "C", "C", "C", "C", "C", "C", "H", "H", "H", "H", "H", "H", "H", "H", "H", "H", "H", "H", "H", "H", "H", "H", "H", "H", "H", "H", "H", "H", "H", "H", "H", "H", "H", "H", "H", "H", "H", "H", "H", "H", "H", "H", "H", "H", "H", "H", "H", "H", "H", "H", "H", "H", "H", "H", "H", "H", "H", "H", "H", "H", "H", "H", "H", "H", "H", "H", "H", "H", "H", "H", "H", "H", "H", "H", "H", "H", "H", "H", "H", "H", "H", "H"],
  "xyz": [[-0.642067, 1.360107, 2.903916], [-3.869644, -3.479392, -5.283974], [-0.581834, 5.486591, 3.152318], [-8.993781, 2.905372, 0.613038], [13.647730, -7.033663, -0.406007], [-3.569101, 7.715242, -2.332299], [-2.756104, -7.704387, 0.118467], [-5.532113, 3.499622, -3.408120], [13.437042, -3.669081, 0.097231], [-2.191938, -7.418571, -3.222619], [-2.524263, 5.333298, 0.376129], [-10.107042, 4.886210, -1.964557], [-3.852677, -6.622920, -6.606738], [-0.350288, 7.279596, -1.428366], [-6.702236, 6.204886, -1.696437], [-5.576286, -2.923496, 4.362653], [-5.178310, -2.053974, 2.417950], [-6.349203, -0.948497, 3.971482], [9.755446, -2.991880, 1.560766], [0.450381, -1.030926, 1.814334], [-3.255352, 1.525746, 0.178620], [-1.191116, -2.153350, 0.963594], [-2.910698, -0.153705, 2.210678], [-5.004348, -5.354997, -0.529149], [14.179548, -4.871357, 1.182336], [5.073716, 2.326804, 1.314517], [2.954703, 2.820620, -0.148971], [9.925540, -2.712526, 0.172850], [7.478425, -0.579961, 0.562514], [-0.719996, -1.088656, 1.437506], [-1.816315, 0.060668, -1.059627], [-2.319765, 8.979573, -2.228845], [-2.774159, -1.147186, 3.318318], [1.526005, 2.745250, 0.470838], [-3.089717, -0.817383, -1.325836], [-5.278160, -1.746388, 3.730427], [7.181044, 0.939600, 0.836031], [0.561440, 1.751147, -0.262229], [-10.455633, 3.925050, 0.588971], [-3.958972, -1.168962, 4.335785], [-5.246496, 3.889212, -1.693290], [-5.268298, -4.565570, -5.486164], [14.837502, -5.997120, 0.420299], [-4.895736, -6.016215, -5.293922], [-2.786171, -2.338897, -1.603307], [-1.591056, 0.218008, 1.568520], [9.906510, -1.174431, -0.124271], [-1.394619, 6.849696, 2.340224], [-3.702079, 1.065637, 2.532441], [3.911459, 1.722209, 0.463275], [-3.613210, 2.161900, 1.390433], [-1.181257, -7.794129, -0.710999], [-0.949580, 2.191219, -0.059861], [-2.724732, 6.443097, 1.754115], [-4.317443, -4.473505, -1.503266], [-3.659911, -3.287229, -0.687502], [-0.963783, 8.447899, -2.624405], [8.498978, -0.702692, -0.639367], [-11.092874, 3.986084, -0.779851], [10.111685, -4.351583, 1.811876], [5.974430, 1.126418, 1.826598], [-1.911198, 0.965548, 0.228891], [-1.120357, -6.875259, -1.907330], [-6.439645, 4.564858, -1.055787], [-4.521766, -2.742763, -0.226959], [-0.107743, -6.857287, -2.309810], [-4.354769, 4.510944, -1.631717], [-11.154894, 3.485530, 1.300167], [-3.357674, 5.956637, 2.495314], [-2.315308, 9.372327, -1.213073], [-3.563590, -5.006034, -2.113885], [13.406787, -5.241658, 1.854797], [-1.774157, 0.793364, -1.901388], [-3.590866, -0.436925, -2.248262], [0.731549, 0.685543, -0.003913], [-6.276767, 4.666731, 0.017906], [-11.271586, 2.989363, -1.180099], [-0.242428, 9.263690, -2.677670], [-4.376996, -6.173913, -4.349987], [6.533673, -1.102732, 0.281569], [-3.861176, -0.776600, -0.529122], [-5.795982, -6.630955, -5.294713], [-0.859802, -0.496454, -1.126363], [-10.181781, 4.916145, 0.947027], [7.894307, -1.053622, 1.481235], [-1.399901, -5.855841, -1.643052], [14.924306, -4.342506, 1.777100], [10.926632, -3.086490, -0.159237], [8.077582, 1.492631, 1.191442], [-3.062122, -3.671737, 0.173686], [15.534388, -5.620239, -0.326452], [-6.006738, -4.273167, -4.739300], [-0.723686, 7.237460, 1.575223], [4.705695, 2.910690, 2.188806], [-3.507369, 1.498154, 3.529472], [10.636328, -0.988369, -0.943319], [-4.122801, -0.218624, 4.878163], [-12.049601, 4.504319, -0.713733], [3.386906, 3.810926, 0.144342], [-0.993486, 7.957502, -3.595936], [-1.257253, 2.619926, -1.042868], [10.159312, -4.508503, 2.910638], [5.738628, 2.981900, 0.700367], [9.353102, -5.035057, 1.366882], [4.375069, 1.124520, -0.356344], [-3.665468, -1.910712, 5.114346], [-4.329799, -5.992134, -0.095800], [6.308512, 1.280166, 2.872150], [6.873986, 1.364627, -0.148461], [-5.692094, -4.388669, -6.473430], [-3.251757, 7.322315, 1.381297], [-1.540175, 7.625946, 3.091672], [-2.892900, 2.929069, 1.745958], [5.339665, 0.212037, 1.761154], [2.960979, 2.803688, -1.263258], [9.160877, -3.236693, -0.458915], [-3.426261, -0.636383, 1.452984], [-7.352433, 3.994709, -1.208320], [10.158188, -0.586981, 0.781641], [-1.005709, -8.831536, -0.990894], [-2.756035, -2.158654, 2.851282], [-4.773836, 0.744049, 2.544169], [-3.010477, -2.640013, -2.652327], [8.644113, 0.321651, -1.054420], [-1.063442, 3.010520, 0.675131], [8.104950, -1.341913, -1.455656], [-0.421697, -7.503913, 0.014935], [15.389043, -6.635658, 1.110570], [11.103593, -4.618987, 1.383071], [-5.040026, 2.946027, -1.184766], [1.035254, 3.748679, 0.431366], [-5.131791, -4.009498, -2.109341], [3.332280, 1.064595, 1.155085], [1.632488, 2.484199, 1.545028], [0.800391, 1.842895, -1.350882], [-1.710268, -2.568808, -1.441507], [-5.381584, -4.803470, 0.244208], [-2.618424, 9.782767, -2.902706], [-4.597229, 2.663938, 1.290687], [-1.838958, -1.065960, 3.902172]],
  "forces_ev_per_a": [[-0.638, -0.228, -0.274], [0.023, 0.009, -0.058], [0.006, -0.064, -0.049], [-0.011, -0.081, 0.064], [-0.017, 0.018, -0.027], [-0.076, 0.061, 0.068], [0.138, -0.278, 0.051], [-0.003, 0.014, -0.035], [0.174, -0.022, -0.008], [-0.002, -0.018, -0.031], [-0.124, -0.084, 0.105], [0.019, -0.106, 0.136], [0.028, 0.007, 0.022], [0.118, -0.008, -0.062], [-0.018, 0.073, -0.019], [0.183, 0.571, -0.498], [-0.309, 0.669, 0.414], [0.670, -0.187, -0.791], [0.467, -0.576, -0.472], [0.187, 1.437, 0.409], [0.039, -0.257, 0.997], [-2.229, 1.407, 0.018], [0.154, 0.301, -0.358], [0.337, -0.621, -0.154], [0.104, -0.012, 0.126], [0.475, -0.782, 0.336], [0.406, 0.179, 0.861], [0.716, 0.653, -0.590], [0.405, 0.548, -0.531], [2.082, -2.424, -0.477], [-0.881, 0.486, -0.269], [0.003, 0.071, -0.098], [-0.783, -1.638, 1.231], [-0.076, -0.030, -0.520], [0.460, -0.939, -0.901], [0.145, -0.596, 1.546], [-0.874, -0.942, 0.108], [0.045, 0.756, -0.057], [-0.201, 0.142, 0.041], [0.244, -0.411, -0.253], [0.050, -0.009, 0.196], [-0.170, -0.050, 0.017], [0.134, -0.001, 0.083], [-0.137, -0.018, 0.132], [-0.420, -0.491, 0.580], [0.246, 0.226, 0.314], [-1.129, -0.660, -0.777], [0.006, 0.167, 0.029], [-2.361, 0.893, -0.330], [0.084, 0.803, -0.069], [0.547, -0.431, 1.257], [0.242, 0.034, 0.006], [0.586, -0.818, -0.454], [-0.093, 0.185, 0.017], [-0.383, 1.295, 1.892], [0.343, -0.186, -0.770], [0.089, 0.226, -0.082], [0.457, 0.526, 1.075], [-0.126, -0.018, -0.055], [-0.206, -0.198, 0.281], [-0.075, 0.512, -0.906], [1.044, 1.389, -1.786], [0.122, 0.095, 0.062], [0.132, -0.167, -0.003], [0.560, -0.148, -0.385], [-0.035, -0.067, 0.033], [-0.091, 0.015, -0.072], [0.007, -0.030, -0.080], [0.096, -0.046, -0.029], [0.029, -0.100, -0.023], [-0.631, 0.112, 0.244], [-0.013, -0.006, -0.108], [0.027, -0.436, 0.682], [0.228, -0.010, 0.831], [0.016, 0.711, 0.168], [0.064, 0.006, -0.043], [0.095, 0.040, 0.020], [-0.053, -0.007, 0.070], [0.039, 0.069, -0.083], [0.542, 0.462, 0.412], [0.573, 0.242, -0.311], [0.005, 0.073, -0.050], [-0.747, 0.128, 0.426], [0.071, -0.051, -0.095], [-0.340, 0.140, -0.657], [-0.046, -0.073, 0.018], [0.016, -0.032, -0.072], [-0.798, 0.059, 0.349], [-0.430, -0.410, -0.282], [-0.300, 0.153, -0.739], [-0.117, 0.017, -0.010], [0.071, -0.066, 0.036], [-0.038, -0.119, -0.010], [-0.026, -0.270, -0.703], [0.460, -0.463, -0.613], [-0.226, -0.015, 0.700], [-0.122, -0.469, -0.538], [0.058, 0.004, 0.072], [-0.311, -0.634, -0.311], [-0.063, -0.068, 0.107], [-0.209, -0.347, 0.815], [-0.182, 0.176, -0.692], [-0.708, -0.215, 0.412], [0.401, 0.279, 0.294], [-0.400, 0.141, 0.655], [-0.139, 0.539, -0.581], [-0.354, 0.411, -0.333], [-0.156, -0.178, -0.583], [0.277, -0.108, 0.620], [0.118, -0.014, 0.013], [0.083, -0.013, -0.040], [-0.069, -0.068, -0.004], [-0.213, -0.395, -0.593], [0.517, 0.520, 0.379], [-0.226, -0.116, 0.737], [0.362, 0.321, 0.573], [0.297, 0.054, 0.172], [0.051, 0.091, -0.107], [0.111, -0.415, -0.517], [-0.127, 0.054, -0.036], [0.266, 0.897, 0.055], [0.819, -0.008, 0.117], [0.072, 0.569, 0.558], [-0.209, -0.661, 0.059], [0.216, -0.687, -0.177], [0.360, 0.219, 0.493], [-0.060, 0.077, -0.037], [-0.074, 0.039, 0.024], [-0.533, 0.309, 0.141], [-0.037, 0.022, -0.037], [0.419, -0.587, -0.008], [0.857, -0.450, -0.154], [0.351, 0.218, -0.753], [-0.137, 0.150, -0.606], [-0.265, -0.153, 0.727], [-0.726, 0.226, 0.056], [0.091, -0.024, -0.421], [0.048, -0.070, -0.037], [0.527, -0.490, -0.143], [-0.357, 0.575, -0.707]],
  "spin_multiplicity": 1,
  "smiles": "COCCCCCCCCCCCC[C@]1(CCCCCN)OCC[N@H+](CCC(F)(F)F)[C@@]1(Br)C(=O)[O-].ClCCCl.ClCCCl.ClCCCl.ClCCCl.ClCCCl.ClCCCl.ClCCCl",
  "gap_ev": 8.30,
  "e_homo_ev": -8.29
}

***

no.,electronic energy (a.u.),largest force on an atom (eV/A)
1,-16546.9921,4.36
2,-11296.4169,3.23